# 1
39
Properties=species:S:1:pos:R:3:forces:R:3:mulliken_charge:R:1 method="wB97M-V/def2-TZVPD" multiplicity=1 homo_ev=-8.848 e_above_lowest_kcal_mol=0.00 molar_mass_g_mol=356.54 charge=0 total_energy_ha=-1999.54388
S -0.790 3.625 -1.485 0.0 -0.1 0.0 -0.247
C -0.798 1.921 -1.973 0.5 -0.4 -1.3 0.303
N -0.949 1.683 -3.289 -0.4 0.0 -0.1 -0.315
N -0.943 0.458 -3.809 0.3 0.2 0.7 -0.630
C -0.741 -0.581 -2.998 0.1 0.7 0.2 -0.384
C -0.549 -0.417 -1.625 0.1 0.2 0.1 0.138
S -0.391 -1.876 -0.641 0.5 -0.5 0.5 -0.116
C 1.389 -1.779 -0.113 0.3 1.4 0.7 -0.912
C 2.284 -1.604 -1.292 0.4 -0.2 -0.1 0.531
C 2.737 -2.768 -1.926 0.3 1.3 -1.0 -0.610
C 3.532 -2.647 -3.067 -0.1 0.5 0.0 -0.424
C 3.879 -1.378 -3.542 -0.3 -0.1 -0.4 -0.472
C 3.384 -0.231 -2.932 0.3 -0.2 0.0 -0.561
C 2.636 -0.322 -1.784 -0.2 -1.9 0.1 -0.278
C -0.546 0.868 -1.087 -0.2 -0.2 0.3 0.257
S -0.239 1.131 0.646 -0.5 0.2 0.0 -0.059
C -1.977 0.948 1.220 -0.3 0.6 0.0 -0.649
C -2.096 0.905 2.725 0.7 1.2 -0.5 0.460
C -1.722 2.012 3.529 0.0 -0.6 0.7 -0.221
C -1.872 1.941 4.929 -0.3 -0.2 -1.4 -0.600
C -2.467 0.792 5.449 0.7 0.5 -0.3 -0.434
C -2.785 -0.298 4.653 -0.5 -0.1 1.0 -0.600
C -2.615 -0.235 3.289 -0.1 -0.7 0.2 -0.451
H -0.876 4.133 -2.741 -0.1 -0.4 0.3 0.184
H -0.649 -1.576 -3.417 -0.2 0.2 -0.2 0.534
H 1.688 -2.667 0.473 -0.7 0.3 -0.4 0.604
H 1.514 -0.882 0.542 -0.4 -0.8 -0.3 0.284
H 2.418 -3.744 -1.620 -0.1 -0.3 0.4 0.396
H 3.801 -3.530 -3.629 0.3 0.0 0.1 0.374
H 4.460 -1.247 -4.454 -0.1 -0.3 0.2 0.347
H 3.554 0.750 -3.345 0.3 0.1 -0.1 0.399
H 2.314 0.574 -1.314 -0.4 0.5 0.5 0.512
H -2.575 1.787 0.841 0.3 0.0 -0.1 0.421
H -2.402 0.048 0.790 0.2 -0.2 0.0 0.410
H -1.297 2.922 3.111 -0.1 -0.3 -0.3 0.392
H -1.578 2.783 5.568 -0.2 -0.4 -0.3 0.366
H -2.619 0.799 6.496 -0.3 -0.4 1.0 0.395
H -3.209 -1.191 5.125 0.1 0.3 -0.2 0.352
H -2.908 -1.106 2.697 0.2 0.4 -0.1 0.308


# 2
41
Properties=species:S:1:pos:R:3:forces:R:3:mulliken_charge:R:1 method="wB97M-V/def2-TZVPD" multiplicity=1 homo_ev=-8.356 e_above_lowest_kcal_mol=3.06 molar_mass_g_mol=348.43 charge=0 total_energy_ha=-1422.25120
C -1.942 1.109 -1.633 -0.1 -0.1 0.0 -0.674
C -1.250 2.173 -1.993 0.1 0.2 0.1 -0.037
C -0.131 2.797 -1.207 -0.3 0.5 -0.5 -0.792
N 0.476 1.908 -0.256 0.4 -0.6 0.3 0.147
C 0.452 1.999 1.101 -0.2 0.6 0.1 0.286
S -0.486 3.176 1.989 0.0 -0.2 0.2 -0.250
C -1.948 2.091 2.397 0.2 0.5 -0.2 -0.838
C -1.558 0.671 2.364 -0.2 -0.3 0.1 -0.125
N -1.753 -0.107 1.336 -0.3 0.4 -0.1 -0.422
C -1.163 -1.304 1.655 0.4 0.0 0.7 0.745
C -1.042 -2.472 0.912 0.0 0.0 0.1 -0.699
C -0.357 -3.521 1.488 0.0 -0.1 -0.2 -0.660
C 0.194 -3.425 2.768 0.1 0.0 0.1 -0.419
C 0.085 -2.274 3.520 0.1 0.0 0.1 -1.114
C -0.596 -1.213 2.947 -0.1 -0.3 -0.5 0.691
N -0.886 0.054 3.380 -0.3 0.1 0.1 0.080
N 1.157 1.041 1.645 -0.1 0.5 0.7 -0.456
N 1.630 0.285 0.663 0.4 -0.6 -0.8 -0.537
C 1.227 0.792 -0.484 -0.2 0.3 0.5 0.591
C 1.541 0.218 -1.776 0.3 -0.5 -0.5 0.568
C 2.076 -1.071 -1.831 -0.1 0.2 0.0 -0.721
C 2.363 -1.608 -3.071 0.0 0.1 0.0 -0.415
C 2.112 -0.849 -4.206 0.0 0.0 0.1 -0.546
C 1.584 0.422 -4.040 0.1 -0.2 -0.3 -0.278
N 1.304 0.949 -2.863 0.0 0.2 0.3 -0.286
H -2.736 0.731 -2.253 -0.2 0.0 -0.2 0.331
H -1.766 0.576 -0.711 0.1 0.0 0.1 0.042
H -1.466 2.694 -2.916 -0.1 0.0 -0.1 0.393
H -0.507 3.663 -0.648 0.1 -0.2 -0.1 0.484
H 0.644 3.135 -1.901 -0.2 0.0 0.2 0.421
H -2.277 2.414 3.382 -0.1 0.0 0.0 0.513
H -2.712 2.288 1.647 0.0 -0.2 0.1 0.367
H -1.463 -2.540 -0.078 -0.1 0.0 -0.1 0.500
H -0.238 -4.442 0.937 0.0 -0.1 0.0 0.392
H 0.724 -4.274 3.174 0.0 -0.1 0.0 0.390
H 0.521 -2.198 4.505 0.1 0.0 0.1 0.395
H -0.527 0.497 4.209 0.0 0.0 -0.1 0.238
H 2.245 -1.606 -0.911 0.0 -0.1 0.1 0.476
H 2.775 -2.604 -3.156 0.0 -0.1 0.0 0.423
H 2.319 -1.233 -5.193 0.0 0.0 -0.1 0.386
H 1.374 1.057 -4.891 0.0 0.0 -0.1 0.413


# 3
37
Properties=species:S:1:pos:R:3:forces:R:3:mulliken_charge:R:1 method="wB97M-V/def2-TZVPD" multiplicity=1 homo_ev=-6.667 e_above_lowest_kcal_mol=101.13 molar_mass_g_mol=280.32 charge=0 total_energy_ha=-921.10110
O 2.287 -2.716 -2.355 -0.4 -0.4 0.6 -0.614
C 0.895 -2.933 -2.050 -0.2 0.9 -0.6 0.006
C 0.704 -4.304 -1.398 1.1 0.7 3.1 -0.435
O -0.366 -4.614 -0.503 -1.1 0.2 -1.4 -0.478
C 0.829 -4.317 0.167 0.1 0.6 -1.1 -0.192
C 0.768 -3.020 0.891 -0.2 2.1 -0.9 -1.089
C 0.486 -1.816 0.254 0.6 -1.1 1.4 0.642
C 0.221 -0.585 1.031 -0.1 -0.6 -2.1 -1.574
C -0.156 0.597 0.409 1.1 -2.3 0.7 1.217
C 0.010 0.736 -1.002 -0.6 0.6 -2.2 0.349
C -0.294 1.911 -1.632 0.8 -1.6 -1.1 -0.838
C -0.752 3.017 -0.936 -1.0 1.6 1.9 -1.131
C -0.979 2.915 0.422 0.2 1.6 -1.8 0.824
C -0.660 1.718 1.121 -1.3 0.8 3.3 0.597
C -0.942 1.684 2.498 0.2 0.2 -1.1 -0.557
C -1.413 2.841 3.260 0.1 1.4 -0.6 -0.523
C -1.608 4.043 2.645 0.1 -1.6 -0.4 -0.782
C -1.526 4.136 1.126 0.3 -0.1 1.3 -0.727
C 0.671 -0.359 -1.808 0.0 0.1 1.3 -0.547
O 2.095 -0.071 -1.682 -0.1 -0.7 -0.3 -0.667
C 0.284 -1.740 -1.232 0.4 -0.9 -0.6 0.091
H 2.518 -1.804 -2.089 -0.1 -0.4 -0.1 0.546
H 0.402 -2.948 -3.045 -0.1 0.0 0.5 0.264
H 1.079 -5.130 -1.966 0.2 -0.4 -0.1 0.506
H 1.204 -5.145 0.758 0.3 -0.1 -0.4 0.451
H 0.845 -3.012 1.986 0.1 -0.1 -0.5 0.409
H 0.199 -0.777 2.075 0.0 0.4 0.8 0.304
H -0.142 2.045 -2.715 0.1 -0.4 0.5 0.378
H -0.933 3.971 -1.470 0.0 -0.7 0.5 0.367
H -0.753 0.756 3.029 -0.1 0.2 0.1 0.277
H -1.543 2.835 4.349 0.2 -0.5 -0.5 0.356
H -1.892 4.932 3.198 0.0 -0.1 0.0 0.393
H -2.536 4.339 0.770 -0.1 0.1 -0.2 0.343
H -0.899 4.993 0.877 -0.1 0.2 -0.2 0.400
H 0.399 -0.314 -2.871 0.3 0.1 0.3 0.596
H 2.281 -0.006 -0.733 0.0 0.1 -0.1 0.423
H -0.785 -1.859 -1.376 -0.4 0.2 -0.1 0.417


# 4
59
Properties=species:S:1:pos:R:3:forces:R:3:mulliken_charge:R:1 method="wB97M-V/def2-TZVPD" multiplicity=3 homo_ev="-4.758 / -4.767" e_above_lowest_kcal_mol=65.30 molar_mass_g_mol=867.62 charge=-1 total_energy_ha=-6691.93958
Mo 0.803 -0.581 -0.705 0.0 0.1 0.0 0.549
C -3.360 1.719 -4.743 0.0 0.0 0.0 -0.975
C -3.569 0.366 -4.074 0.0 0.0 0.0 -0.436
N -2.344 -0.399 -3.950 0.0 0.0 0.0 -0.161
C -1.426 -0.159 -2.983 0.0 0.0 0.0 0.597
S 0.001 -1.157 -2.983 0.0 0.0 0.0 -0.582
N -1.646 0.815 -2.155 0.0 0.0 0.0 -0.836
N -0.646 0.944 -1.215 0.0 0.0 0.0 0.331
C -0.696 2.007 -0.477 0.0 0.0 0.0 1.107
C -1.780 3.012 -0.645 0.0 0.0 0.0 -1.618
C 0.364 2.092 0.503 0.0 0.0 0.0 -0.097
C 0.514 3.142 1.341 0.0 0.0 0.0 -0.200
C 1.645 3.206 2.233 0.0 0.0 0.0 -0.847
C 2.426 2.134 2.357 0.0 0.0 0.0 -0.714
C 2.086 0.855 1.665 0.0 0.0 0.0 0.028
N 1.237 1.005 0.476 0.0 0.0 -0.1 0.088
H -4.302 2.268 -4.799 0.0 0.0 0.0 0.328
H -2.971 1.595 -5.755 0.0 0.0 0.0 0.284
H -2.649 2.309 -4.167 0.0 0.0 0.0 0.218
H -4.273 -0.238 -4.648 0.0 0.0 0.0 0.424
H -3.988 0.509 -3.076 0.0 0.0 0.0 0.235
H -2.190 -1.204 -4.528 0.0 0.0 0.0 0.212
H -1.792 3.382 -1.670 0.0 0.0 0.0 0.281
H -1.676 3.844 0.044 0.0 0.0 0.0 0.430
H -2.737 2.514 -0.478 0.0 0.0 0.0 0.331
H -0.200 3.950 1.338 0.0 0.0 0.0 0.328
H 1.819 4.104 2.810 0.0 0.0 0.0 0.384
H 3.270 2.108 3.034 0.0 0.0 0.0 0.408
H 3.013 0.364 1.340 0.0 0.0 0.0 0.554
S -1.226 3.215 4.513 0.0 0.0 0.0 -0.536
As 0.094 2.038 5.652 0.0 0.0 0.0 0.340
S 2.002 -1.814 1.177 0.0 -0.1 0.0 -0.143
S 1.321 -0.256 2.874 0.0 0.0 0.0 -0.233
S -0.925 0.536 6.708 0.0 0.0 0.0 -0.556
F 3.384 -4.818 -2.090 0.0 0.0 0.0 -0.285
C 3.013 -3.573 -2.426 0.0 0.0 0.0 0.465
F 1.779 -3.633 -2.918 0.0 0.0 0.0 -0.227
F 3.817 -3.170 -3.423 0.0 0.0 0.0 -0.283
C 3.089 -2.597 -1.210 0.0 0.0 0.0 1.335
O 2.421 -1.440 -1.520 0.0 0.0 0.0 -1.082
C 4.589 -2.254 -0.962 0.0 0.0 0.0 0.519
F 4.777 -1.684 0.235 0.0 0.0 0.0 -0.238
F 5.029 -1.387 -1.877 0.0 0.0 0.0 -0.249
F 5.374 -3.339 -1.018 0.0 0.0 0.0 -0.278
C 2.437 -3.250 0.042 0.0 0.0 0.0 0.334
F 3.291 -4.100 0.669 0.0 0.0 0.0 -0.341
F 1.371 -3.994 -0.342 0.0 0.0 0.0 -0.318
F 1.129 -2.932 2.052 0.0 0.0 0.0 -0.307
S -1.171 -1.856 -0.021 0.0 0.0 0.0 -0.397
C -1.662 -0.993 1.413 0.0 0.0 0.0 0.185
N -1.535 -1.640 2.594 0.0 0.0 0.0 0.220
C -1.880 -1.078 3.768 0.0 0.0 0.0 -0.326
C -2.435 0.168 3.758 0.0 0.0 0.0 -0.931
C -2.552 0.786 2.516 0.0 0.0 0.0 -0.042
N -2.197 0.217 1.368 0.0 0.0 0.0 -0.161
H -1.001 -2.502 2.571 0.0 0.0 0.0 0.253
H -1.663 -1.628 4.672 0.0 0.0 0.0 0.362
H -2.670 0.678 4.680 0.0 0.0 0.0 0.809
H -2.938 1.796 2.457 0.0 0.0 0.0 0.461


We obtain max |F| values of 1.894 1.140 3.667 0.077 eV/Å for the records listed above, in that order.